# 1
{
  "formula": "C3H7O3",
  "method": "the ωB97M-V functional and the def2-TZVPD basis",
  "elements": ["O", "C", "O", "C", "C", "H", "H", "H", "H", "H", "H", "H", "O"],
  "coordinates": [[1.36, 0.03, -1.57], [0.69, -0.52, -0.66], [1.01, -0.57, 0.55], [-0.73, -0.90, -1.05], [-1.78, 0.13, -0.59], [-0.97, -1.88, -0.61], [-0.84, -0.92, -2.13], [-1.47, 1.14, -0.91], [-1.85, 0.19, 0.49], [-2.72, -0.08, -1.09], [2.20, 0.41, 2.31], [2.58, 1.88, 2.34], [2.53, 1.10, 2.90]],
  "lowdin_charge": [-0.100, -0.765, -0.091, -0.214, -0.128, 0.093, 0.088, 0.069, 0.062, 0.050, 0.006, 0.017, -0.088],
  "total_energy_ev": -9368.820,
  "homo_energy_ev": -4.01,
  "total_charge": -1,
  "lumo_energy_ev": 4.22,
  "de_lowest_kcal_mol": 7.80
}

=====

# 2
{
  "formula": "C3H7O3Pb",
  "method": "the ωB97M-V functional and the def2-TZVPD basis",
  "elements": ["O", "C", "C", "O", "C", "Pb", "H", "H", "H", "H", "H", "O", "H", "H"],
  "coordinates": [[-0.52, 2.04, 0.92], [-0.99, 1.66, -0.21], [-0.57, 0.39, -0.73], [-0.30, -0.39, 0.43], [-0.40, -1.80, 0.31], [0.99, 0.87, 1.63], [-1.91, 2.10, -0.61], [-1.29, -0.09, -1.40], [0.37, -2.24, 0.94], [-1.39, -2.08, 0.69], [-0.23, -2.14, -0.72], [2.20, 0.86, -0.02], [1.12, 0.58, -1.10], [2.91, 0.23, -0.12]],
  "lowdin_charge": [-0.213, -0.137, -0.175, -0.471, -0.029, 1.460, 0.163, 0.138, 0.102, 0.118, 0.116, -0.414, 0.307, 0.036],
  "total_energy_ev": -14604.213,
  "homo_energy_ev": -13.75,
  "total_charge": 1,
  "lumo_energy_ev": -5.03,
  "de_lowest_kcal_mol": 0.00
}

=====

# 3
{
  "formula": "C3H7O3Si",
  "method": "the ωB97M-V functional and the def2-TZVPD basis",
  "elements": ["C", "C", "C", "O", "O", "O", "Si", "H", "H", "H", "H", "H", "H", "H"],
  "coordinates": [[1.11, -2.03, 2.78], [1.09, -0.99, -0.76], [-0.19, 1.48, 0.35], [1.08, -2.98, 2.06], [1.61, -1.70, 3.81], [0.34, -0.70, 2.20], [-0.09, -0.43, 0.67], [1.57, -0.05, -0.95], [1.88, -1.63, -0.39], [0.77, -1.47, -1.81], [0.39, 2.13, 0.97], [0.21, 1.70, -0.65], [-1.28, 1.87, 0.31], [-1.40, -1.00, 0.23]],
  "lowdin_charge": [-0.753, -0.225, -0.227, 0.019, 0.033, -0.264, 0.413, -0.032, -0.008, 0.060, -0.006, -0.007, 0.031, -0.033],
  "total_energy_ev": -17247.562,
  "smiles": "C[SiH](C)OC(=O)[O-]",
  "homo_energy_ev": -5.24,
  "total_charge": -1,
  "lumo_energy_ev": 3.95,
  "de_lowest_kcal_mol": 5.22
}

=====

# 4
{
  "formula": "C3H7OP",
  "method": "the ωB97M-V functional and the def2-TZVPD basis",
  "elements": ["C", "C", "C", "O", "P", "H", "H", "H", "H", "H", "H", "H"],
  "coordinates": [[-2.56, 0.13, 0.79], [-2.53, -0.83, -0.07], [2.50, 0.78, -0.77], [3.37, -1.17, 0.81], [2.08, -0.61, 0.50], [-3.08, 1.11, 0.84], [-2.04, 0.01, 1.69], [-2.21, -1.82, 0.15], [-3.07, -0.83, -1.03], [3.57, 1.00, -0.76], [2.23, 0.69, -1.80], [1.75, 1.55, -0.36]],
  "lowdin_charge": [-0.096, -0.096, -0.321, -0.516, 0.796, 0.067, 0.023, 0.040, 0.055, 0.021, -0.004, 0.031],
  "total_energy_ev": -14558.761,
  "smiles": "CP=O.C=C",
  "homo_energy_ev": -9.30,
  "total_charge": 0,
  "lumo_energy_ev": -0.45,
  "de_lowest_kcal_mol": 33.63
}

=====

# 5
{
  "formula": "C3H7OPS",
  "method": "the ωB97M-V functional and the def2-TZVPD basis",
  "elements": ["C", "C", "C", "O", "P", "S", "H", "H", "H", "H", "H", "H", "H"],
  "coordinates": [[-0.12, -0.79, 1.04], [0.68, 0.23, 0.28], [0.65, 0.31, -1.19], [-1.49, -0.53, 1.22], [-2.56, 0.56, 0.56], [2.42, 0.17, 0.94], [-0.02, -1.67, 0.24], [0.38, -0.91, 2.00], [0.31, 1.18, 0.75], [1.26, 1.15, -1.49], [-0.32, 0.30, -1.76], [1.09, -0.52, -1.77], [-2.28, 0.52, -0.82]],
  "lowdin_charge": [-0.353, -0.794, -0.192, -0.562, 0.824, 0.688, 0.163, 0.080, 0.103, 0.065, 0.076, 0.085, -0.182],
  "total_energy_ev": -25392.501,
  "homo_energy_ev": [-9.65, -8.11],
  "total_charge": 0,
  "lumo_energy_ev": [-0.85, -2.22],
  "de_lowest_kcal_mol": 84.57
}

=====

# 6
{
  "formula": "C3H7OS2",
  "method": "the ωB97M-V functional and the def2-TZVPD basis",
  "elements": ["C", "C", "O", "C", "S", "S", "H", "H", "H", "H", "H", "H", "H"],
  "coordinates": [[-1.15, -0.21, 0.89], [-2.47, -1.00, 0.81], [-2.39, -2.05, 0.00], [-0.59, 0.14, -0.47], [0.78, 1.35, -0.37], [2.47, 0.17, -0.52], [-1.29, 0.72, 1.45], [-0.40, -0.75, 1.48], [-3.27, -0.24, 0.59], [-2.70, -1.29, 1.88], [-0.23, -0.71, -1.04], [-1.36, 0.64, -1.06], [2.62, -0.14, 0.78]],
  "lowdin_charge": [-0.319, -0.598, -0.343, -0.577, 0.369, 0.249, 0.078, 0.092, 0.073, 0.072, 0.053, 0.069, -0.218],
  "total_energy_ev": -26942.294,
  "smiles": "[O-]CCCSS",
  "homo_energy_ev": -2.45,
  "total_charge": -1,
  "lumo_energy_ev": 2.96,
  "de_lowest_kcal_mol": 11.88
}

=====

# 7
{
  "formula": "C3H7PS",
  "method": "the ωB97M-V functional and the def2-TZVPD basis",
  "elements": ["C", "C", "C", "P", "S", "H", "H", "H", "H", "H", "H", "H"],
  "coordinates": [[-0.94, 0.02, 0.74], [1.37, 0.72, 0.03], [0.41, -0.48, 0.34], [-2.29, -1.14, 0.79], [-2.03, -2.92, 1.42], [2.38, 0.52, 0.21], [1.03, 1.59, 0.45], [1.27, 0.98, -0.97], [0.90, -1.19, 1.10], [0.22, -1.11, -0.55], [-2.37, -0.63, -0.53], [-3.39, -0.32, 1.28]],
  "lowdin_charge": [-0.208, -0.108, -0.340, 0.157, 0.116, 0.052, 0.037, 0.045, 0.138, 0.113, 0.002, -0.005],
  "total_energy_ev": -23344.171,
  "homo_energy_ev": -8.60,
  "total_charge": 0,
  "lumo_energy_ev": -1.11,
  "de_lowest_kcal_mol": 87.59
}

=====

# 8
{
  "formula": "C3H7PS",
  "method": "the ωB97M-V functional and the def2-TZVPD basis",
  "elements": ["C", "C", "C", "P", "S", "H", "H", "H", "H", "H", "H", "H"],
  "coordinates": [[0.44, -0.97, 0.27], [1.12, -1.91, -0.30], [0.21, 1.59, -0.34], [-2.99, 0.36, 0.21], [-0.93, 0.03, -0.42], [-2.65, 0.68, 1.47], [1.94, -2.38, 0.23], [0.62, -2.42, -1.09], [-0.19, 2.52, -0.66], [0.94, 1.53, -1.15], [0.67, 1.50, 0.61], [0.82, -0.53, 1.16]],
  "lowdin_charge": [-0.457, -0.038, -0.257, 0.329, 0.476, -0.325, 0.077, 0.060, 0.028, 0.041, 0.014, 0.052],
  "total_energy_ev": -23344.909,
  "homo_energy_ev": -7.32,
  "total_charge": 0,
  "lumo_energy_ev": 0.57,
  "de_lowest_kcal_mol": 70.56
}

=====

# 9
{
  "formula": "C3H7PSi",
  "method": "the ωB97M-V functional and the def2-TZVPD basis",
  "elements": ["C", "C", "C", "Si", "P", "H", "H", "H", "H", "H", "H", "H"],
  "coordinates": [[-1.08, -0.49, -1.13], [-0.41, 0.50, -0.95], [-1.75, -1.69, -1.55], [1.45, 1.45, 1.66], [0.44, 1.99, -0.39], [-0.99, -2.53, -1.50], [-2.59, -1.95, -0.90], [-2.27, -1.74, -2.53], [1.64, 2.89, 2.30], [0.77, 0.59, 2.57], [2.94, 1.42, 1.52], [1.79, 1.52, -1.22]],
  "lowdin_charge": [-0.198, -0.472, -0.132, 0.383, 0.569, 0.098, 0.070, 0.084, -0.106, -0.144, -0.130, -0.022],
  "total_energy_ev": -20387.339,
  "smiles": "CC#CP[SiH3]",
  "homo_energy_ev": -8.86,
  "total_charge": 0,
  "lumo_energy_ev": 0.65,
  "de_lowest_kcal_mol": 9.57
}

=====

# 10
{
  "formula": "C3H7S",
  "method": "the ωB97M-V functional and the def2-TZVPD basis",
  "elements": ["S", "H", "C", "C", "C", "H", "H", "H", "H", "H", "H"],
  "coordinates": [[-2.13, -1.52, -1.11], [-3.20, -1.59, -1.91], [-0.03, 0.11, 1.27], [0.36, 0.50, -0.13], [1.60, 0.57, -0.58], [-0.86, -0.59, 1.19], [0.81, -0.35, 1.80], [-0.36, 0.99, 1.82], [-0.46, 0.69, -0.81], [1.82, 0.80, -1.62], [2.45, 0.39, 0.08]],
  "lowdin_charge": [-0.238, -0.490, -0.144, -0.305, -0.051, 0.007, 0.062, 0.064, 0.027, 0.034, 0.035],
  "total_energy_ev": -14059.945,
  "homo_energy_ev": -2.54,
  "total_charge": -1,
  "lumo_energy_ev": 4.13,
  "de_lowest_kcal_mol": 11.89
}

=====

# 11
{
  "formula": "C3H7S",
  "method": "the ωB97M-V functional and the def2-TZVPD basis",
  "elements": ["S", "H", "C", "C", "C", "H", "H", "H", "H", "H", "H"],
  "coordinates": [[-1.84, -2.49, 2.33], [-2.50, -1.68, 3.20], [1.24, 1.18, -0.15], [0.44, 0.29, -1.13], [-0.74, -0.33, -0.94], [1.49, 0.70, 0.80], [0.97, 2.27, -0.10], [2.25, 1.33, -0.54], [1.13, -0.13, -1.88], [-0.89, -1.41, -1.01], [-1.56, 0.28, -0.58]],
  "mulliken_spin": [0.017, -0.005, 2.018, 1.081, 0.022, -0.266, -0.637, -0.894, -0.254, -0.078, -0.005],
  "total_energy_ev": -14054.547,
  "homo_energy_ev": [3.82, 0.05],
  "spin_multiplicity": 2,
  "total_charge": -2,
  "lumo_energy_ev": [7.08, 7.08],
  "de_lowest_kcal_mol": 30.98
}

=====

# 12
{
  "formula": "C3H8AgO2",
  "method": "the ωB97M-V functional and the def2-TZVPD basis",
  "elements": ["C", "C", "O", "C", "Ag", "H", "H", "H", "H", "H", "H", "O", "H", "H"],
  "coordinates": [[0.61, 0.29, -1.57], [1.21, 1.36, -0.68], [0.75, 1.13, 0.68], [0.71, 2.26, 1.51], [-0.70, -0.71, -0.19], [0.05, 0.75, -2.40], [1.39, -0.39, -1.94], [0.89, 2.37, -0.97], [2.31, 1.33, -0.62], [0.63, 1.93, 2.56], [1.62, 2.87, 1.37], [-2.03, -1.64, 0.77], [-1.92, -2.40, 1.33], [-0.17, 2.87, 1.27]],
  "mulliken_spin": [0.398, -0.072, -0.006, 0.008, 0.588, 0.007, 0.010, 0.000, 0.007, 0.001, 0.005, 0.051, 0.000, 0.001],
  "total_energy_ev": -11330.843,
  "homo_energy_ev": [-9.18, -8.80],
  "spin_multiplicity": 2,
  "total_charge": 0,
  "lumo_energy_ev": [0.86, -2.34]
}